95
Properties=species:S:1:pos:R:3:forces:R:3 method="wB97M-V/def2-TZVPD" gap_ev=8.20 total_charge=-1 energy_ha=-2103.7607 multiplicity=1
H 3.532 3.303 -0.774 0.001 -0.004 0.010
C 0.240 -3.267 -0.981 -0.216 -0.143 -0.081
C 3.472 -0.126 2.983 0.012 0.254 -0.269
C 0.357 -4.224 -1.981 0.160 0.024 -0.006
C 3.550 1.367 2.665 -0.296 0.199 0.140
H -5.818 3.047 -3.781 -0.022 -0.010 -0.015
C 1.447 1.869 3.968 -0.234 0.190 0.316
O -2.798 0.278 1.125 -0.072 -0.018 -0.178
C 4.305 -2.489 2.406 -0.301 0.002 0.196
C -3.201 2.660 -8.554 0.004 -0.013 -0.010
H 1.510 2.220 0.140 -0.029 -0.029 -0.002
C -5.302 -0.282 -1.889 -0.052 -0.033 -0.047
C 0.885 2.253 5.331 -0.002 0.252 -0.145
H 3.485 -2.332 -0.757 0.040 0.007 -0.027
H 3.001 1.571 1.744 0.073 -0.065 -0.200
H -3.195 1.733 -4.805 -0.041 0.000 0.004
H 4.307 -4.908 3.178 0.209 -0.031 0.119
H -1.886 1.191 3.282 -0.003 0.131 -0.096
C -2.135 3.037 -7.748 -0.045 -0.006 0.006
H 4.447 -0.732 1.195 0.166 0.139 -0.110
H 3.560 -0.253 4.063 0.003 -0.115 0.108
C -1.336 0.306 3.589 -0.037 -0.327 0.179
H 3.537 -4.796 4.743 -0.014 -0.078 0.115
H 4.574 1.700 2.490 0.165 -0.106 0.069
H -6.466 -1.175 -3.456 -0.014 0.000 0.002
H 3.013 3.266 3.525 0.028 0.109 0.091
C 1.368 -2.588 -0.544 0.129 0.029 0.031
C 3.498 -2.961 3.615 -0.129 -0.141 -0.092
H 1.685 -5.804 3.766 -0.033 -0.066 0.081
H 2.481 -0.474 2.696 -0.127 -0.132 0.089
C 2.755 3.417 -2.771 0.021 -0.010 -0.016
H 1.275 -1.842 0.235 -0.114 -0.002 -0.001
H -5.145 -1.210 -1.354 0.022 0.006 0.028
H 5.504 -0.696 2.598 0.093 0.119 0.030
C -2.222 -0.905 3.328 0.119 0.282 -0.064
C 3.446 -4.495 3.702 -0.186 0.100 -0.097
H 1.496 1.804 6.118 0.000 -0.185 0.050
C 2.178 -5.115 3.084 0.120 -0.042 -0.096
O -1.369 -1.697 0.996 0.034 0.045 0.100
C 2.913 2.208 3.776 0.297 -0.046 -0.356
C 0.483 2.185 -1.739 0.012 -0.067 -0.047
C 2.728 -3.827 -2.098 -0.016 -0.037 -0.024
H 1.685 -5.253 -3.317 0.014 -0.012 -0.020
H 3.697 -4.049 -2.527 0.012 0.007 -0.022
C -4.260 1.616 -6.663 -0.025 -0.023 -0.061
C 4.504 -0.969 2.258 -0.014 -0.303 0.008
C 2.694 3.084 -1.425 -0.012 0.029 0.030
H -4.517 3.002 -1.681 -0.004 0.006 0.011
S -2.568 -1.096 1.574 -0.714 -0.260 0.228
H 3.865 -2.531 4.547 0.232 0.021 0.056
H 1.738 3.365 -4.658 -0.007 0.011 -0.004
H 2.416 -5.672 2.180 -0.038 -0.042 -0.094
H -1.189 2.558 4.902 -0.128 0.052 -0.024
H -0.396 1.696 -1.337 0.005 -0.007 0.017
O -3.762 -1.952 1.523 0.652 0.379 -0.135
C -5.683 2.113 -3.247 0.010 0.045 0.032
H 0.853 2.374 3.204 -0.026 -0.038 -0.174
H -0.465 0.216 2.943 0.039 0.155 -0.112
C -3.197 1.996 -5.856 0.021 -0.028 0.042
C -4.263 1.947 -8.011 0.049 0.036 0.010
C -6.043 -0.258 -3.065 0.048 0.013 0.001
H -3.187 -0.772 3.812 -0.103 -0.120 0.085
H -0.523 -4.752 -2.326 -0.017 -0.005 -0.001
H -1.753 -1.823 3.674 -0.044 -0.167 0.036
H -0.034 -0.205 5.213 0.038 -0.108 0.219
C -4.755 0.891 -1.387 0.010 0.093 0.080
C -4.949 2.087 -2.068 0.004 -0.040 -0.067
H -4.180 0.863 -0.469 0.051 -0.059 0.006
H 3.639 3.897 -3.172 0.004 -0.001 -0.003
C 1.685 3.123 -3.604 -0.005 -0.026 -0.021
C 1.559 2.472 -0.911 -0.026 0.038 0.050
C -0.585 1.869 5.494 0.131 -0.213 0.038
H 0.981 3.335 5.461 0.050 0.069 0.074
H -1.303 3.586 -8.171 0.001 0.007 0.000
H -0.877 2.005 6.535 -0.002 0.097 0.095
H 1.275 0.806 3.827 0.153 -0.068 -0.025
C -6.233 0.940 -3.744 -0.021 -0.039 0.007
C 2.609 -2.868 -1.102 -0.036 0.034 0.049
C -0.910 0.432 5.060 -0.023 0.020 -0.324
C 0.554 2.503 -3.090 0.001 -0.027 0.016
C -2.137 2.706 -6.400 0.084 -0.010 0.004
H -0.268 2.250 -3.747 -0.037 0.015 0.026
H 3.485 2.045 4.693 -0.070 -0.030 0.172
H -5.080 1.057 -6.235 -0.004 -0.005 0.006
H -3.201 2.914 -9.606 -0.003 0.007 -0.002
H 5.266 -3.005 2.434 0.141 0.056 -0.148
H -6.807 0.957 -4.664 -0.039 -0.001 0.022
H -1.305 2.989 -5.768 0.007 0.049 -0.023
H 3.767 -2.857 1.534 0.051 -0.132 -0.193
H -5.092 1.648 -8.640 -0.002 -0.002 -0.004
C 1.598 -4.504 -2.539 -0.002 -0.033 -0.005
H 1.447 -4.361 2.801 -0.055 0.102 0.015
H -0.724 -3.048 -0.539 0.105 0.084 0.041
H 2.472 -2.611 3.505 -0.067 0.160 0.128
H -1.700 0.023 5.689 -0.118 0.029 0.080